1.
This record from the Open Molecules 2025 dataset describes 5 unconnected molecules or ions with the total composition C28H51BrCl2N2O12S4. The level of theory is ωB97M-V with the def2-TZVPD basis set.

```
100
Properties=species:S:1:pos:R:3:forces:R:3:mulliken_charge:R:1
C 2.333934 -5.261574 -1.554419 0.08 -0.25 0.24 -1.184
C 3.387092 -4.137092 -1.399676 -0.64 -0.97 0.25 0.358
Cl 4.766196 -4.511458 -2.467894 -0.20 0.51 0.14 -0.127
C 2.867213 -2.700130 -1.615852 1.64 0.18 0.27 -0.800
Cl 4.013575 -1.598540 -0.780952 -0.34 0.01 -0.38 -0.062
N 1.516564 -2.490117 -1.040804 0.36 0.16 -0.65 0.650
C 0.467255 -2.531298 -1.876205 0.29 -0.04 -0.47 -0.629
C -0.793071 -2.378722 -1.392647 -0.97 0.05 -0.17 -0.326
C -1.014040 -2.182484 -0.033390 -0.15 0.39 -0.45 0.391
C -2.427685 -2.061672 0.431493 0.19 -0.45 0.33 -0.113
C -3.013435 -3.196933 0.989541 0.72 -0.22 -0.08 -0.597
C -4.314783 -3.175923 1.398424 0.39 -0.24 -0.20 -0.392
N -5.033315 -2.051051 1.258207 -0.89 -1.10 0.91 0.334
C -6.458658 -2.079143 1.689489 -1.30 1.22 -0.20 -1.053
C -7.371179 -2.733388 0.642612 0.64 -0.85 -0.19 -0.747
C -7.407121 -4.288202 0.687158 -0.45 0.47 -0.57 -0.636
Br -6.970344 -4.974106 -1.106774 0.15 -0.10 0.57 -0.149
C -4.497086 -0.954494 0.751050 0.19 1.27 -0.53 -0.393
C -3.196027 -0.915047 0.311947 0.81 -0.17 -0.28 -0.490
C 0.093203 -2.110323 0.799723 -0.84 -0.03 0.20 -0.560
C 1.341714 -2.269647 0.259087 0.35 0.02 1.28 -0.599
H 1.299429 -4.951636 -1.363802 0.22 0.05 -0.04 0.174
H 2.564948 -6.020350 -0.798049 -0.06 0.08 -0.23 0.370
H 2.380914 -5.767290 -2.522069 -0.03 0.33 0.04 0.392
H 3.777969 -4.210057 -0.378868 -0.05 0.30 -0.18 0.179
H 2.910745 -2.388179 -2.662543 -0.53 -0.15 0.15 0.597
H 0.653850 -2.683370 -2.935137 0.16 0.05 0.21 0.487
H -1.623008 -2.410933 -2.093157 0.14 0.02 0.11 0.574
H -2.432492 -4.109354 1.095384 -0.18 0.11 0.02 0.559
H -4.744287 -4.082783 1.807038 -0.39 0.42 0.07 0.478
H -6.570789 -2.469012 2.704624 0.42 -0.16 -0.22 0.519
H -6.755557 -1.026356 1.754823 0.16 -0.20 0.18 0.353
H -8.403408 -2.377874 0.700963 0.32 0.25 0.29 0.399
H -6.986158 -2.432011 -0.339567 -0.26 0.05 0.15 0.468
H -8.427994 -4.628088 0.865633 0.25 -0.05 0.06 0.441
H -6.758276 -4.739278 1.438743 0.00 -0.01 -0.28 0.359
H -5.077330 -0.039908 0.659405 -0.38 -0.43 0.22 0.547
H -2.769051 -0.020195 -0.133361 -0.25 -0.02 0.12 0.737
H -0.022396 -1.935780 1.865072 0.17 -0.04 -0.15 0.623
H 2.184260 -2.207983 0.945963 0.24 -0.13 -0.58 0.773
O 1.887838 0.695861 -3.504683 -0.35 -0.51 0.04 -0.689
S 1.018875 1.494396 -2.689342 0.32 1.12 0.17 1.255
O -0.333592 1.074298 -2.428844 0.08 -0.57 0.00 -0.597
O 1.018147 2.974641 -3.219351 0.05 -0.28 0.25 -0.218
C 0.665028 3.219681 -4.607816 -0.45 0.23 -0.97 -0.024
C -0.821433 3.054517 -4.856017 -0.09 -0.29 0.28 -1.101
C 1.806101 1.811425 -1.143843 0.00 0.02 0.05 -0.876
H 1.249258 2.573824 -5.264717 0.10 -0.11 0.23 0.342
H 0.953260 4.245873 -4.824812 0.24 -0.03 0.38 0.068
H -1.138710 2.021628 -4.710287 0.00 0.00 -0.07 0.320
H -1.067109 3.339190 -5.878533 0.10 0.09 0.01 0.403
H -1.396716 3.671236 -4.164689 0.02 0.09 -0.08 0.272
H 2.821910 2.151623 -1.326666 -0.02 0.01 -0.02 0.360
H 1.816413 0.877017 -0.584060 0.02 -0.02 -0.05 0.216
H 1.232379 2.561338 -0.604808 0.01 0.01 -0.04 0.363
O 5.685939 -0.549190 3.417829 -0.49 -0.05 0.05 -0.663
S 5.916160 -1.871864 2.926411 0.94 -0.29 -0.17 1.254
O 4.819741 -2.772267 2.682064 -0.31 0.31 -0.03 -0.577
O 6.987627 -2.589244 3.844359 -0.10 0.02 -0.26 -0.261
C 6.732291 -2.682829 5.264390 -0.27 -0.12 0.79 -0.369
C 5.665958 -3.708452 5.594610 -0.19 -0.01 -0.26 -0.957
C 6.900096 -1.788163 1.463740 0.04 -0.03 0.02 -0.754
H 6.473980 -1.700053 5.661804 0.00 0.06 -0.20 0.329
H 7.674076 -2.978761 5.721303 0.14 0.06 -0.31 0.278
H 4.694110 -3.411268 5.201332 0.01 0.03 0.04 0.268
H 5.570970 -3.821575 6.674393 0.12 0.02 0.00 0.391
H 5.913387 -4.674865 5.154630 0.06 -0.01 0.08 0.268
H 7.748637 -1.133006 1.641315 -0.02 -0.01 0.05 0.370
H 6.270393 -1.383554 0.673637 0.05 0.01 0.10 0.146
H 7.228164 -2.791429 1.202518 -0.01 0.01 0.02 0.317
O 2.027522 6.281050 -5.215001 0.06 -0.32 0.00 -0.639
S 2.824714 6.851117 -6.265078 0.20 0.81 -0.20 1.242
O 3.319573 6.036716 -7.329611 -0.15 -0.35 0.14 -0.627
O 4.031461 7.656254 -5.614840 -0.23 0.05 -0.03 -0.290
C 4.910564 6.962421 -4.708673 0.51 -0.46 0.32 -0.317
C 5.844119 6.006670 -5.426814 -0.15 -0.12 -0.21 -0.989
C 1.980852 8.230853 -6.958366 -0.04 0.09 0.06 -1.003
H 4.326397 6.446369 -3.943848 -0.16 0.05 -0.11 0.295
H 5.494665 7.730765 -4.205638 -0.21 0.21 -0.14 0.281
H 5.294308 5.189568 -5.892766 0.00 0.00 0.02 0.300
H 6.558166 5.574517 -4.724914 0.00 0.11 0.05 0.385
H 6.388489 6.523416 -6.216988 0.05 0.02 0.07 0.275
H 1.623983 8.870184 -6.155196 0.03 -0.01 0.00 0.322
H 1.142902 7.841352 -7.533128 0.03 -0.07 0.02 0.374
H 2.664083 8.766179 -7.612565 0.02 -0.04 0.02 0.351
O -6.194119 2.449725 4.190539 -0.30 -0.16 -0.26 -0.655
S -5.531531 1.218429 4.467010 0.48 0.15 0.77 1.207
O -6.107991 -0.035970 4.057025 0.00 0.05 -0.42 -0.548
O -5.175311 1.146341 6.003593 0.16 -0.11 -0.29 -0.274
C -6.245118 1.301182 6.971074 -0.74 -0.01 0.56 -0.381
C -7.135520 0.077647 7.050880 0.05 -0.15 -0.34 -0.944
C -3.874569 1.300896 3.866631 0.10 -0.11 0.00 -0.922
H -6.823154 2.198186 6.745511 0.13 0.01 -0.19 0.339
H -5.760927 1.461869 7.931652 0.31 0.03 -0.19 0.278
H -7.682657 -0.077047 6.121373 -0.04 0.05 0.03 0.268
H -7.863678 0.191559 7.853112 0.08 0.07 0.05 0.395
H -6.541446 -0.818770 7.232491 -0.01 0.03 0.11 0.260
H -3.424655 2.233296 4.196749 -0.03 -0.01 0.01 0.399
H -3.920842 1.269386 2.779382 -0.07 0.09 0.01 0.273
H -3.320618 0.443193 4.242430 -0.02 0.03 0.05 0.312
```
Forces are in eV/Å.

Results
charge	+2

2.
This record from the Open Molecules 2025 dataset describes 5 unconnected molecules or ions with the total composition C28H51ClF9NO6S. The level of theory is ωB97M-V with the def2-TZVPD basis set.

```
97
Properties=species:S:1:pos:R:3:forces:R:3:mulliken_charge:R:1
C -3.784123 0.433848 -5.047380 -0.35 0.65 -0.22 -0.652
C -2.404257 0.968163 -5.676107 -0.23 -1.59 -0.72 0.086
C -1.715782 -0.312513 -6.399753 0.27 1.61 -0.25 -0.684
O -2.743819 -1.007278 -7.149345 1.39 -0.79 0.55 -0.287
C -2.379513 -2.371192 -7.436900 -0.74 -0.79 -0.51 -0.505
C -3.573737 -3.325310 -6.867169 1.77 -0.69 0.09 -0.289
C -2.963408 -4.076774 -5.594304 -2.86 0.75 3.00 0.281
O -3.506611 -3.966631 -4.484903 2.26 -0.54 -3.83 -0.469
Cl -1.440197 -5.120619 -5.719962 -1.27 1.00 -0.27 -0.039
N -1.480119 1.583983 -4.690462 -0.70 0.47 -0.65 -0.313
C -1.932465 2.975368 -4.298672 -0.78 -1.06 0.55 -0.586
C -2.338948 2.906352 -2.749129 1.67 0.10 1.38 -0.475
C -1.900310 4.232068 -1.912784 -0.57 0.57 -1.39 -0.725
C -0.320381 4.304901 -1.658186 -0.42 -0.17 -0.57 -0.893
C 0.167930 3.408634 -0.391316 -1.59 0.35 -3.22 0.957
F 1.142750 2.517292 -0.948548 -1.92 1.46 2.29 -0.298
F -1.004253 2.712734 0.038700 3.12 0.92 -0.02 -0.290
C 0.767021 4.391091 0.710692 1.01 2.10 -1.20 0.562
F 2.043731 4.810361 0.243117 -3.24 -0.83 0.70 -0.257
F 0.003192 5.581560 0.882319 1.37 -3.18 -0.76 -0.248
S 1.004255 3.667440 2.425949 1.74 -0.24 3.62 1.267
F 1.087259 2.102644 1.888426 -0.70 2.37 0.53 -0.293
F -0.623002 3.599244 2.749252 2.34 -0.26 -1.03 -0.291
F 0.998587 5.219837 3.095261 0.37 -2.40 -1.11 -0.309
F 2.677421 3.754550 2.202240 -2.62 -0.24 0.98 -0.328
F 1.281443 3.093430 3.967115 -0.44 0.82 -2.42 -0.304
H -3.792098 -0.685335 -4.828440 0.23 1.54 -0.27 0.079
H -4.055714 0.985678 -4.090679 0.43 -0.63 -1.19 0.207
H -4.609220 0.652804 -5.818215 1.15 -0.49 1.22 0.235
H -2.654339 1.713633 -6.503755 0.20 -0.89 0.90 0.188
H -1.173985 -0.978844 -5.639197 -0.93 0.85 -0.96 0.399
H -0.971157 0.096899 -7.173439 -0.64 -0.65 1.21 0.274
H -1.371806 -2.647926 -6.974825 -1.43 0.35 -0.54 0.369
H -2.295633 -2.583881 -8.566790 -0.11 0.72 1.61 0.249
H -4.482030 -2.716987 -6.529821 1.49 -0.95 -0.44 0.253
H -3.853558 -4.116575 -7.648204 0.37 1.15 1.17 0.334
H -0.506304 1.593714 -5.015343 -0.72 0.01 -0.06 0.258
H -1.099295 3.713435 -4.539004 -1.24 -0.69 0.50 0.327
H -2.892892 3.206293 -4.884415 1.58 0.05 0.61 0.312
H -1.706219 2.057715 -2.291173 -1.13 1.11 -0.84 0.267
H -3.423662 2.623562 -2.554050 1.33 0.59 -0.51 0.253
H -2.540513 4.404332 -0.989201 1.04 -0.38 -1.07 0.352
H -2.141891 5.109775 -2.624792 0.42 -1.09 1.22 0.359
H 0.171206 3.889371 -2.614081 -0.51 0.44 1.72 0.318
H 0.013089 5.388229 -1.586316 -0.36 -1.43 0.22 0.370
C 2.695385 -8.606504 -5.221794 -0.04 -0.44 0.38 0.028
C 2.306469 -8.517533 -6.681007 0.26 0.02 -0.39 -0.670
C 1.160687 -7.525499 -6.640611 -0.36 0.07 0.05 -0.434
O 1.417761 -6.638372 -5.543110 0.12 -0.25 -0.08 -0.339
C 2.482257 -7.181872 -4.750615 0.10 0.29 0.03 -0.532
H 3.715239 -8.960443 -5.059662 -0.02 0.09 -0.03 0.372
H 2.011534 -9.279244 -4.696598 0.07 0.12 -0.03 -0.169
H 3.138055 -8.105347 -7.262396 -0.07 -0.04 -0.03 0.305
H 2.025059 -9.475798 -7.120803 -0.02 0.07 0.04 0.327
H 0.206572 -8.028158 -6.448903 0.01 -0.06 -0.08 0.262
H 1.071472 -6.949481 -7.564954 -0.02 0.08 0.11 0.328
H 3.374390 -6.569316 -4.922193 0.04 -0.02 0.08 0.325
H 2.218702 -7.124372 -3.692100 -0.08 0.07 -0.07 0.228
C -0.909440 -10.706757 -1.650504 0.23 -0.15 0.37 -0.554
C -1.717625 -9.470725 -1.979750 -0.42 0.07 -0.08 -0.561
C -0.786558 -8.725377 -2.915810 0.21 0.29 -0.10 -0.330
O -0.012586 -9.716834 -3.607131 -0.22 -0.12 0.28 -0.304
C -0.208511 -10.984654 -2.965953 0.01 -0.12 -0.33 -0.502
H -1.512960 -11.547299 -1.304061 0.06 0.04 -0.04 0.339
H -0.171799 -10.472398 -0.875980 -0.05 -0.06 -0.04 0.267
H -2.631699 -9.755878 -2.510647 0.04 0.06 0.05 0.259
H -2.000629 -8.884086 -1.104400 0.03 -0.01 -0.08 0.347
H -0.092735 -8.085365 -2.360447 -0.08 0.07 0.01 0.242
H -1.324436 -8.109253 -3.639750 0.14 -0.04 -0.03 0.209
H -0.830449 -11.600653 -3.624571 0.02 -0.08 0.06 0.296
H 0.754982 -11.481623 -2.831804 0.00 0.08 -0.09 0.260
C 0.711950 5.557733 7.460709 -0.09 -0.39 0.20 -0.561
C 0.375190 6.215155 6.140351 0.20 0.09 -0.36 -0.151
C -0.633476 7.266447 6.560049 -0.29 0.10 0.10 -0.563
O -0.291848 7.658363 7.896586 0.13 -0.26 -0.13 -0.441
C 0.672140 6.733910 8.416754 0.10 0.30 0.12 -0.078
H 1.672824 5.040230 7.461749 -0.05 0.04 0.01 0.324
H -0.066734 4.834638 7.724805 0.08 0.02 0.01 0.315
H 1.267518 6.697122 5.727796 -0.07 -0.05 -0.03 0.204
H -0.015647 5.524343 5.392396 0.02 0.07 0.07 0.089
H -1.649375 6.857472 6.579763 -0.01 0.00 -0.10 0.299
H -0.623431 8.141980 5.906846 -0.02 0.02 0.13 0.281
H 1.640102 7.246286 8.456235 0.06 -0.07 0.06 0.111
H 0.391302 6.441297 9.431083 -0.05 0.11 -0.03 0.147
C 3.926512 6.049179 11.205993 0.29 -0.32 -0.16 -0.508
C 2.634190 6.010497 11.991556 -0.45 0.08 -0.10 -0.297
C 3.077641 6.507535 13.353560 0.16 -0.01 0.31 -0.480
O 4.169186 7.409735 13.129688 -0.13 -0.22 -0.24 -0.396
C 4.598223 7.287385 11.766996 0.03 0.36 0.05 -0.434
H 3.782971 6.095187 10.124989 0.02 0.02 0.06 0.289
H 4.526499 5.162147 11.434316 -0.02 0.06 -0.06 0.287
H 1.913774 6.709975 11.554944 0.02 -0.06 0.04 0.081
H 2.171428 5.022803 12.028462 0.03 0.06 0.02 0.384
H 3.444553 5.685061 13.976945 -0.10 -0.04 0.01 0.255
H 2.279580 7.023287 13.892387 0.12 0.04 0.01 0.285
H 4.278465 8.188710 11.232714 0.06 -0.03 -0.09 0.259
H 5.688108 7.228189 11.728606 -0.05 0.05 0.10 0.280
```
Forces are in eV/Å.

Results
energy relative to the best compared isomer or geometry (same formula, charge and spin)	0.000	eV
structure (SMILES)	C[C@H](COCCC(=O)Cl)NCCCCC(F)(F)C(F)(F)S(F)(F)(F)(F)F.C1CCOC1.C1CCOC1.C1CCOC1.C1CCOC1

The calculation returns the following max |F| values, one per record and in order: 1.8, 4.5 eV/Å.
The calculation returns the following Kohn-Sham gap values, one per record and in order: 0.2486, 0.2906 hartree.